--- a ---
Below is a single FH3N2 molecule, with properties calculated with ωB97M-V with the def2-TZVPD basis set.

Results
gap between HOMO and LUMO	11.1967	eV

Geometry as XYZ:
```
6
Properties=species:S:1:pos:R:3:mulliken_charge:R:1
N -0.259 -0.085 -0.276 -0.385
N 0.801 0.682 -0.148 -0.115
F 2.009 -0.212 -0.011 -0.297
H 0.003 -0.563 -1.232 0.296
H -0.430 -0.790 0.443 0.239
H 0.761 1.363 0.668 0.262
```


--- b ---
Below is 2 unconnected molecules or ions with the total composition FH3N2, with properties calculated with ωB97M-V with the def2-TZVPD basis set.

Results
gap between HOMO and LUMO (spin up / spin down)	9.9491 / 10.0548	eV

Geometry as XYZ:
```
6
Properties=species:S:1:pos:R:3:mulliken_charge:R:1
N 0.688 0.893 -0.196 -0.437
N -0.625 -0.570 0.333 -0.195
F -0.456 -1.606 -0.576 -0.157
H 0.279 1.176 0.641 0.277
H 1.574 0.360 -0.106 0.255
H -1.460 -0.254 -0.096 0.257
```


Energies, relative to the best one, in eV: a 0.000; b 2.242.


--- a ---
Below is a molecular structure, C4H7ClFN, with properties calculated with ωB97M-V with the def2-TZVPD basis set.

Results
gap between HOMO and LUMO	9.4267	eV

Geometry as XYZ:
```
14
Properties=species:S:1:pos:R:3:mulliken_charge:R:1
C 0.794 0.022 -1.677 -1.264
C -0.018 0.263 -0.309 0.231
C 0.456 -0.746 0.708 -0.660
C -1.033 1.147 -0.280 0.640
H 1.807 0.369 -1.345 0.308
H 0.898 -1.105 -1.770 0.293
H 0.389 0.674 -2.403 0.400
H 0.152 -1.720 0.500 0.350
H 1.522 -0.769 0.863 0.293
H -0.700 0.459 2.253 0.310
H -1.055 -1.576 2.184 0.244
N -0.231 -0.570 2.012 -0.686
F -1.590 1.444 1.000 -0.266
Cl -1.391 2.107 -1.736 -0.193
```


--- b ---
Below is a single C4H7ClFN molecule, with properties calculated with ωB97M-V with the def2-TZVPD basis set.

Results
gap between HOMO and LUMO	10.1155	eV

Geometry as XYZ:
```
14
Properties=species:S:1:pos:R:3:mulliken_charge:R:1
N 1.109 0.228 1.480 -0.693
C 0.968 -0.049 0.029 -0.015
C -0.120 -1.134 -0.308 -0.916
C -1.112 -0.014 -0.702 -0.076
Cl -2.126 0.258 0.707 -0.203
C 0.051 0.932 -0.680 0.039
F -0.236 2.107 0.031 -0.319
H 0.956 -0.684 2.038 0.293
H 0.258 0.910 1.774 0.332
H 2.068 0.088 -0.402 0.277
H 0.036 -1.916 -1.162 0.225
H -0.338 -1.741 0.495 0.384
H -1.787 -0.293 -1.477 0.392
H 0.272 1.308 -1.824 0.280
```


Energies, relative to the best one, in eV: a 1.523; b 0.000.


--- a ---
Below is a single C7H6N2 molecule, with properties calculated with ωB97M-V with the def2-TZVPD basis set.

Results
gap between HOMO and LUMO	9.3128	eV

Geometry as XYZ:
```
15
Properties=species:S:1:pos:R:3:mulliken_charge:R:1
C -2.192 0.501 0.092 -0.358
C -2.049 -0.948 0.006 -0.157
N -0.891 -1.618 -0.036 -0.612
C 0.259 -0.887 -0.113 -0.105
N 1.592 -1.267 0.005 -0.086
C 2.362 -0.107 0.093 -0.307
C 1.627 1.085 -0.039 -0.865
C 0.233 0.578 -0.149 0.775
C -1.043 1.211 -0.034 -0.264
H -3.196 0.996 0.171 0.319
H -2.975 -1.523 0.079 0.336
H 1.907 -2.206 -0.229 0.274
H 3.376 -0.259 0.338 0.440
H 2.044 2.079 0.040 0.379
H -1.055 2.367 -0.223 0.231
```


--- b ---
Below is a single C7H6N2 molecule, with properties calculated with ωB97M-V with the def2-TZVPD basis set.

Results
gap between HOMO and LUMO	6.8761	eV

Geometry as XYZ:
```
15
Properties=species:S:1:pos:R:3:mulliken_charge:R:1
C -0.730 0.137 2.898 -1.011
C -0.309 0.382 1.493 0.712
C 0.570 1.235 0.872 -0.174
C 0.552 1.664 -0.351 0.042
C -0.045 1.376 -1.579 -0.584
C 0.155 -0.049 -1.570 0.857
C 0.825 -0.713 -2.722 -0.971
N -0.392 -0.753 -0.656 -0.049
N -0.798 -0.462 0.517 -0.556
H -1.844 -0.169 2.923 0.307
H -0.536 0.888 3.731 0.318
H -0.116 -0.863 3.231 0.227
H 0.447 -0.048 -3.520 0.351
H 0.309 -1.775 -2.773 0.268
H 1.911 -0.850 -2.495 0.263
```


Energies, relative to the best one, in eV: a 0.000; b 8.080.


--- a ---
Below is 2 unconnected molecules or ions with the total composition C4H12NO, with properties calculated with ωB97M-V with the def2-TZVPD basis set.

Results
gap between HOMO and LUMO	10.4138	eV
charge	+1

Geometry as XYZ:
```
18
Properties=species:S:1:pos:R:3:mulliken_charge:R:1
C -1.444 1.474 0.540 -1.397
C -0.490 0.678 -0.359 0.362
C 0.770 0.388 0.237 0.331
C 1.504 1.095 1.173 -0.826
N 1.370 -1.032 -0.202 -0.390
H -1.393 1.086 1.575 0.388
H -1.163 2.601 0.420 0.305
H -2.558 1.433 0.269 0.361
H -1.145 -0.120 -0.697 -0.171
H -0.385 1.234 -1.254 0.310
H 0.936 1.622 1.928 0.265
H 2.544 0.943 1.302 0.312
H 0.779 -1.880 0.049 0.392
H 2.421 -1.051 0.133 0.388
H 1.335 -1.098 -1.233 0.386
H -1.766 -1.984 -1.197 0.345
H -0.534 -3.054 -1.694 0.344
O -0.782 -2.335 -0.990 -0.704
```


--- b ---
Below is 2 unconnected molecules or ions with the total composition C4H12NO, with properties calculated with ωB97M-V with the def2-TZVPD basis set.

Results
gap between HOMO and LUMO	9.6886	eV
charge	+1

Geometry as XYZ:
```
18
Properties=species:S:1:pos:R:3:mulliken_charge:R:1
O -3.628 -1.051 2.911 -0.356
C -2.714 -0.542 2.308 0.031
H -2.797 -0.317 1.247 0.160
H -1.705 -0.417 2.717 0.170
C 1.614 1.904 -0.369 -1.136
C 0.996 0.775 -1.216 -0.396
N 0.531 -0.347 -0.273 -0.192
C -0.132 -1.555 -0.847 -0.847
H 2.529 1.524 0.079 0.352
H 1.881 2.727 -1.019 0.347
H 0.967 2.128 0.435 0.391
H 0.116 1.067 -1.794 0.381
H 1.761 0.260 -1.808 0.364
H -0.015 0.118 0.460 0.296
H 1.378 -0.669 0.183 0.382
H -0.948 -1.283 -1.515 0.348
H -0.474 -2.241 -0.076 0.351
H 0.639 -2.083 -1.425 0.354
```


Energies, relative to the best one, in eV: a 0.752; b 0.000.


--- a ---
Below is 2 unconnected molecules or ions with the total composition C4H12NO, with properties calculated with ωB97M-V with the def2-TZVPD basis set.

Results
gap between HOMO and LUMO	10.5995	eV
charge	+1

Geometry as XYZ:
```
18
Properties=species:S:1:pos:R:3:mulliken_charge:R:1
C 0.193 -0.772 -1.866 -0.598
N 0.951 -1.595 -0.871 -0.157
C 1.633 -0.637 0.097 -0.589
C 0.886 0.706 -0.105 -0.497
C -0.302 0.409 -1.021 -0.542
H -0.583 -1.411 -2.300 0.377
H 0.870 -0.391 -2.616 0.339
H 0.315 -2.208 -0.353 0.382
H 1.622 -2.214 -1.309 0.331
H 1.502 -0.987 1.115 0.327
H 2.672 -0.610 -0.190 0.319
H 1.579 1.376 -0.607 0.290
H 0.588 1.181 0.822 0.375
H -1.122 0.034 -0.402 0.291
H -0.609 1.278 -1.612 0.352
H -3.221 1.905 2.371 0.322
H -2.398 2.457 3.489 0.330
O -2.706 1.600 3.129 -0.651
```


--- b ---
Below is 2 unconnected molecules or ions with the total composition C4H12NO, with properties calculated with ωB97M-V with the def2-TZVPD basis set.

Results
gap between HOMO and LUMO	10.4981	eV
charge	+1

Geometry as XYZ:
```
18
Properties=species:S:1:pos:R:3:mulliken_charge:R:1
C 0.663 -0.552 2.674 -1.213
C 0.040 -0.983 1.300 -0.329
C -0.267 0.174 0.391 -0.629
C 0.347 -0.339 -1.906 -0.150
N -0.487 -0.366 -0.951 0.085
H 1.108 0.449 2.656 0.350
H 1.500 -1.183 2.945 0.361
H -0.115 -0.529 3.443 0.310
H -0.684 -1.787 1.395 0.401
H 0.921 -1.572 0.976 0.260
H 0.494 0.959 0.406 0.344
H -1.109 0.711 0.847 0.313
H 1.200 0.312 -1.980 0.269
H 0.183 -0.989 -2.755 0.291
H -1.384 -0.798 -1.135 0.299
H -0.169 2.655 -2.744 0.326
H -1.467 1.852 -3.118 0.329
O -0.775 1.986 -2.442 -0.615
```


--- c ---
Below is 2 unconnected molecules or ions with the total composition C4H12NO, with properties calculated with ωB97M-V with the def2-TZVPD basis set.

Results
gap between HOMO and LUMO	9.7292	eV
charge	+1

Geometry as XYZ:
```
18
Properties=species:S:1:pos:R:3:mulliken_charge:R:1
C 2.591 -0.416 -0.916 -0.779
N 1.642 0.718 -1.084 -0.152
H 3.598 -0.036 -0.757 0.376
H 2.259 -1.014 -0.069 0.297
H 2.542 -1.047 -1.794 0.336
H 1.730 1.164 -1.995 0.398
H 1.807 1.438 -0.381 0.385
H 0.664 0.388 -0.933 0.220
C -0.690 0.735 1.538 -1.087
C -1.315 -0.067 0.696 1.182
O -0.625 -0.598 -0.401 -0.609
C -2.739 -0.499 0.772 -1.375
H -1.232 1.122 2.385 0.257
H 0.356 1.005 1.483 0.184
H -1.261 -1.090 -0.932 0.272
H -3.203 -0.082 1.654 0.349
H -3.301 -0.137 -0.086 0.372
H -2.824 -1.583 0.820 0.376
```


Energies, relative to the best one, in eV: a 0.000; b 1.222; c 0.376.


--- a ---
Below is 2 unconnected molecules or ions with the total composition C4H12NO, with properties calculated with ωB97M-V with the def2-TZVPD basis set.

Results
gap between HOMO and LUMO	11.2481	eV
charge	+1

Geometry as XYZ:
```
18
Properties=species:S:1:pos:R:3:mulliken_charge:R:1
C -1.321 2.071 1.043 -1.273
C -1.361 1.439 -0.452 -0.369
C -0.492 0.121 -0.371 -0.602
C 0.405 -0.208 -1.299 -0.288
N 1.207 -1.468 -1.180 -0.271
H -2.073 1.758 1.690 0.399
H -1.383 3.127 1.101 0.366
H -0.454 1.811 1.583 0.375
H -1.138 2.240 -1.219 0.333
H -2.428 1.165 -0.610 0.277
H -0.686 -0.452 0.470 0.439
H 0.710 0.268 -2.152 0.510
H 2.222 -1.322 -1.086 0.365
H 0.926 -1.886 -0.247 0.370
H 0.988 -1.997 -2.028 0.366
H 1.640 -2.930 1.977 0.332
H 1.626 -1.457 1.553 0.307
O 1.612 -2.280 1.228 -0.636
```


--- b ---
Below is 2 unconnected molecules or ions with the total composition C4H12NO, with properties calculated with ωB97M-V with the def2-TZVPD basis set.

Results
gap between HOMO and LUMO	9.7825	eV
charge	+1

Geometry as XYZ:
```
18
Properties=species:S:1:pos:R:3:mulliken_charge:R:1
C 0.618 0.454 1.037 -0.725
C 0.226 -0.960 0.589 -0.422
C 0.565 -1.326 -0.795 -0.157
C 1.784 -0.839 -1.269 -0.881
N -0.108 1.372 0.149 -0.218
H 0.523 0.628 2.167 0.362
H 1.728 0.621 0.770 0.289
H 0.691 -1.791 1.291 0.328
H -0.842 -1.120 0.731 0.305
H 0.099 -2.244 -1.205 0.366
H 1.878 -0.850 -2.412 0.275
H 2.684 -0.381 -0.879 0.351
H -0.973 0.873 -0.269 0.358
H -0.216 2.224 0.713 0.337
H 0.538 1.527 -0.726 0.451
H -2.958 0.102 0.660 0.356
H -3.422 1.157 -0.321 0.262
O -2.816 0.553 -0.230 -0.637
```


Energies, relative to the best one, in eV: a 0.000; b 0.990.